<a>
The following is a DFT calculation (ωB97M-V/def2-TZVPD) of one molecule with the formula C3H4Cl2S.

Geometry as XYZ:
```
10
Properties=species:S:1:pos:R:3
C -1.62 0.67 -0.61
C -0.38 0.78 -0.20
Cl 0.44 2.20 0.23
C 0.60 -0.69 0.05
S 1.07 -0.77 1.79
Cl 1.97 -0.54 -1.04
H -2.26 1.53 -0.73
H -2.05 -0.29 -0.84
H -0.02 -1.53 -0.24
H 2.25 -1.36 1.58
```

- E_HOMO (eV) = -9.59
- charge = 0
- SMILES = C=C(Cl)[C@H](S)Cl
- gap between HOMO and LUMO (eV) = 10.3


<b>
The following is a DFT calculation (ωB97M-V/def2-TZVPD) of one molecule with the formula C3H4Cl2S.

Geometry as XYZ:
```
10
Properties=species:S:1:pos:R:3
S -0.03 2.32 -0.05
C -0.07 0.70 0.00
C 0.95 -0.07 0.88
Cl 2.01 -1.10 -0.27
C -1.02 -0.13 -0.81
Cl -2.17 -1.05 0.20
H 1.72 0.55 1.33
H 0.68 -0.83 1.56
H -1.68 0.46 -1.47
H -0.40 -0.86 -1.36
```

- E_HOMO (eV) = -9.41
- charge = 0
- SMILES = S=C(CCl)CCl
- gap between HOMO and LUMO (eV) = 8.3


Stability check: which of them is least stable? <a>.


<a>
The following is a DFT calculation (ωB97M-V/def2-TZVPD) of one molecule with the formula CH4N4S.

Geometry as XYZ:
```
10
Properties=species:S:1:pos:R:3
C -0.71 0.04 0.55
N 0.56 0.70 0.25
N -1.73 0.07 -0.49
N 1.99 -1.15 -0.10
N 1.52 -0.01 0.03
S 3.21 0.31 -0.11
H -0.52 -1.05 0.69
H -1.11 0.75 1.24
H -1.45 -0.61 -1.23
H -1.75 0.96 -0.83
```

- E_HOMO (eV) = -9.13
- charge = 0
- gap between HOMO and LUMO (eV) = 8.8


<b>
The following is a DFT calculation (ωB97M-V/def2-TZVPD) of one molecule with the formula CH4N4S.

Geometry as XYZ:
```
10
Properties=species:S:1:pos:R:3
S 2.99 -0.02 0.02
N 1.22 0.00 0.03
N 0.60 1.09 -0.07
C -0.83 0.82 0.02
N -0.91 -0.61 0.05
N 0.42 -1.15 0.00
H -1.24 1.46 0.86
H -1.40 1.22 -0.95
H -1.35 -1.07 0.92
H 0.50 -1.73 -0.88
```

- E_HOMO (eV) = -8.54
- charge = 0
- SMILES = [S-][N+]1=NCNN1
- gap between HOMO and LUMO (eV) = 8.2


Stability check: which of them is least stable? <a>.


<a>
The following is a DFT calculation (ωB97M-V/def2-TZVPD) of a 2-piece molecular cluster, C7H13N2 overall.

Geometry as XYZ:
```
22
Properties=species:S:1:pos:R:3
C 1.62 -0.05 -0.93
C -1.78 -1.29 -1.41
C -2.45 -0.60 -0.51
C -1.96 0.69 0.03
C -2.91 1.66 0.83
C 3.78 0.18 -0.37
C 2.05 0.10 1.47
N -0.74 1.02 -0.05
N 2.39 0.03 0.06
H -2.20 -2.17 -1.81
H -0.81 -0.89 -1.68
H -3.51 -0.78 -0.30
H -3.15 1.01 1.65
H -3.53 1.89 0.02
H -2.20 2.51 1.14
H 4.09 1.21 -0.27
H 4.34 -0.45 0.24
H 3.73 -0.03 -1.43
H 2.97 0.11 2.06
H 1.47 1.07 1.55
H 1.34 -0.73 1.63
H -0.32 1.83 0.36
```

- E_HOMO (alpha / beta) (eV) = -13.11 / -13.11
- charge = +1
- gap between HOMO and LUMO (alpha / beta) (eV) = 7.6 / 7.6


<b>
The following is a DFT calculation (ωB97M-V/def2-TZVPD) of C7H13N2 as an isolated structure.

Geometry as XYZ:
```
22
Properties=species:S:1:pos:R:3
C 1.81 0.85 -0.58
C 1.01 1.59 0.15
C -0.66 -0.29 0.94
C 2.06 -0.63 -0.63
C -0.31 1.18 0.76
C -1.75 -0.06 0.06
C -2.76 -0.81 -0.65
N 1.75 -1.35 0.63
N -1.47 1.17 -0.21
H 2.67 1.44 -1.18
H 1.09 2.72 0.12
H 0.20 -0.89 0.63
H -0.97 -0.75 1.95
H 1.40 -1.14 -1.28
H -0.61 1.95 1.58
H -3.67 -0.32 -0.18
H -2.62 -1.87 -0.29
H -2.55 -0.57 -1.73
H 1.83 -2.34 0.59
H 2.36 -0.90 1.31
H -1.83 1.74 -0.93
H 3.01 -0.69 -1.05
```

- E_HOMO (eV) = -13.30
- charge = +1
- gap between HOMO and LUMO (eV) = 9.9


Stability check: which of them is least stable? <a>.


<a>
The following is a DFT calculation (ωB97M-V/def2-TZVPD) of a 2-piece molecular cluster, C2H2Br2Si overall.

Geometry as XYZ:
```
7
Properties=species:S:1:pos:R:3
C 0.85 1.69 -0.93
C 1.51 0.86 -0.28
Si 2.66 -0.44 0.38
Br 1.30 -1.15 2.10
Br -3.17 -2.47 -0.16
H 0.29 2.59 -1.07
H -3.45 -1.08 -0.03
```

- E_HOMO (eV) = -9.43
- charge = 0
- gap between HOMO and LUMO (eV) = 8.1


<b>
The following is a DFT calculation (ωB97M-V/def2-TZVPD) of a 2-piece molecular cluster, C2H2Br2Si overall.

Geometry as XYZ:
```
7
Properties=species:S:1:pos:R:3
C -1.03 -0.56 0.79
C -0.16 -0.19 0.02
Si 1.52 -1.21 -0.07
Br 2.44 0.11 1.54
Br -0.83 1.68 -2.51
H -1.65 -0.70 1.63
H -0.29 0.88 -1.40
```

- E_HOMO (eV) = -10.00
- charge = 0
- gap between HOMO and LUMO (eV) = 8.7


Stability check: which of them is least stable? <b>.


<a>
The following is a DFT calculation (ωB97M-V/def2-TZVPD) of an isolated ion of composition C4H9N4O and charge +1.

Geometry as XYZ:
```
18
Properties=species:S:1:pos:R:3
C -0.94 -1.65 -1.50
C 0.49 -1.19 -1.74
O 0.76 -0.51 -0.49
N 0.07 0.60 -0.20
N -0.73 1.33 -0.77
N -1.15 2.32 -0.01
C -0.49 2.19 1.16
N 0.21 1.09 1.26
C 1.07 0.35 2.04
H -1.19 -1.93 -0.49
H -1.66 -0.83 -1.80
H -1.16 -2.50 -2.10
H 0.70 -0.50 -2.54
H 1.20 -1.95 -1.54
H -0.92 2.77 2.01
H 1.04 -0.70 1.63
H 2.08 0.83 2.14
H 0.64 0.27 2.95
```

- E_HOMO (eV) = -15.10
- charge = +1
- SMILES = CCOn1nnc[n+]1C
- gap between HOMO and LUMO (eV) = 10.6


<b>
The following is a DFT calculation (ωB97M-V/def2-TZVPD) of an isolated ion of composition C4H9N4O and charge +1.

Geometry as XYZ:
```
18
Properties=species:S:1:pos:R:3
C 0.67 2.41 -0.04
N 1.02 1.02 -0.02
N 2.26 0.73 0.05
N 2.39 -0.65 0.10
C 1.22 -1.18 -0.09
O 0.90 -2.45 0.01
C 0.20 -0.02 -0.03
C -1.26 0.06 -0.14
N -1.85 -1.27 0.20
H 0.71 2.69 -1.09
H -0.40 2.61 0.33
H 1.52 2.80 0.37
H 1.72 -2.94 -0.08
H -1.87 0.73 0.56
H -1.49 0.36 -1.18
H -1.73 -1.49 1.28
H -1.25 -1.95 -0.23
H -2.78 -1.46 0.00
```

- E_HOMO (eV) = -12.65
- charge = +1
- SMILES = Cn1nnc(O)c1C[NH3+]
- gap between HOMO and LUMO (eV) = 8.7


Stability check: which of them is least stable? <a>.


<a>
The following is a DFT calculation (ωB97M-V/def2-TZVPD) of C7H15InN2O5 as an isolated structure.

Geometry as XYZ:
```
30
Properties=species:S:1:pos:R:3
In -2.63 1.21 -1.31
O -4.06 -1.72 2.23
C -3.58 -1.26 1.12
O -2.56 -1.72 0.54
O -4.11 -0.29 0.52
H -3.55 -2.51 2.50
C 0.84 2.69 1.65
C 0.04 1.41 1.51
O -1.09 1.40 1.01
N 0.59 0.31 2.05
C 0.02 -1.02 1.92
H 1.19 2.77 2.69
H 0.23 3.56 1.46
H 1.70 2.67 0.98
H 1.40 0.42 2.66
H 0.77 -1.75 2.22
H -0.19 -1.17 0.86
H -0.95 -1.02 2.43
C 0.97 -2.08 -1.56
C 0.78 -0.63 -1.89
O -0.20 0.00 -1.45
N 1.69 -0.03 -2.66
C 1.73 1.39 -2.95
H 1.60 -2.22 -0.68
H 1.49 -2.58 -2.38
H 0.01 -2.53 -1.37
H 2.43 -0.60 -3.05
H 0.77 1.87 -2.85
H 2.18 1.62 -3.92
H 2.48 1.82 -2.27
```

- E_HOMO (eV) = -16.64
- charge = +2
- gap between HOMO and LUMO (eV) = 3.5


<b>
The following is a DFT calculation (ωB97M-V/def2-TZVPD) of C7H15InN2O5 as an isolated structure.

Geometry as XYZ:
```
30
Properties=species:S:1:pos:R:3
In -1.77 -0.06 2.46
O -2.16 -5.05 2.17
C -2.44 -4.10 1.28
O -2.30 -2.89 1.67
O -2.85 -4.48 0.21
H -2.41 -5.66 1.47
C 1.93 1.51 0.02
C 1.35 2.27 1.19
O 0.43 1.78 1.88
N 1.92 3.51 1.33
C 1.71 4.47 2.31
H 1.60 1.99 -0.90
H 1.65 0.49 0.31
H 3.01 1.61 -0.14
H 2.56 3.75 0.57
H 2.58 4.84 2.84
H 1.17 3.98 3.12
H 1.02 5.26 2.01
C -2.43 -1.36 -1.53
C -0.96 -1.00 -1.34
O -0.57 -0.73 -0.20
N -0.22 -1.07 -2.41
C 1.22 -0.85 -2.47
H -2.55 -2.44 -1.62
H -2.65 -0.84 -2.46
H -3.10 -0.81 -0.87
H -0.64 -1.60 -3.17
H 1.57 0.06 -1.98
H 1.45 -0.86 -3.54
H 1.86 -1.71 -2.23
```

- E_HOMO (eV) = -15.98
- charge = +2
- gap between HOMO and LUMO (eV) = 2.4


Stability check: which of them is least stable? <b>.


<a>
The following is a DFT calculation (ωB97M-V/def2-TZVPD) of a 2-piece molecular cluster, O4S2 overall.

Geometry as XYZ:
```
6
Properties=species:S:1:pos:R:3
O 1.04 -0.33 0.15
O -1.50 -1.69 -0.04
O 1.92 1.51 -1.17
O -1.33 0.54 0.89
S 0.76 0.81 -0.71
S -1.04 -0.88 1.04
```

- E_HOMO (eV) = -11.59
- charge = 0
- gap between HOMO and LUMO (eV) = 9.8


<b>
The following is a DFT calculation (ωB97M-V/def2-TZVPD) of O4S2 as an isolated structure.

Geometry as XYZ:
```
6
Properties=species:S:1:pos:R:3
O 0.60 1.29 -0.72
O 1.69 -0.22 0.95
O -2.46 -0.39 0.14
O -0.19 -1.05 -0.30
S -1.11 0.02 0.29
S 1.57 0.16 -0.42
```

- E_HOMO (eV) = -11.18
- charge = 0
- gap between HOMO and LUMO (eV) = 9.1


Stability check: which of them is least stable? <b>.


<a>
The following is a DFT calculation (ωB97M-V/def2-TZVPD) of a 3-piece molecular cluster, C3H13N4 overall.

Geometry as XYZ:
```
20
Properties=species:S:1:pos:R:3
C -2.39 1.34 -0.04
C 0.71 1.19 0.63
C -1.40 0.27 -0.15
N -1.89 -1.85 -0.96
N 3.06 -0.83 0.11
N -0.17 0.13 0.16
N 0.55 -0.93 -0.02
H -3.16 1.27 -0.77
H -1.86 2.29 -0.07
H -2.93 1.30 0.89
H 0.22 1.56 1.52
H 1.64 0.61 1.06
H 0.96 1.93 -0.06
H -2.67 -1.85 -0.26
H -2.26 -1.59 -1.86
H 3.07 0.08 -0.36
H 3.44 -1.58 -0.48
H 1.60 -1.01 0.09
H -0.10 -1.64 -0.51
H 3.56 -0.69 1.07
```

- E_HOMO (alpha / beta) (eV) = -13.04 / -13.04
- charge = +1
- gap between HOMO and LUMO (alpha / beta) (eV) = 8.3 / 8.2


<b>
The following is a DFT calculation (ωB97M-V/def2-TZVPD) of C3H13N4 as an isolated structure.

Geometry as XYZ:
```
20
Properties=species:S:1:pos:R:3
C 3.14 0.26 0.40
C -0.46 -0.78 -1.94
C -0.49 -1.24 0.43
N -2.19 0.67 1.27
N 1.85 0.91 0.56
N -0.16 -0.59 -0.57
N 0.97 0.91 -0.36
H 3.33 -0.52 1.10
H 3.18 0.08 -0.69
H 3.95 0.95 0.59
H 0.49 -1.04 -2.59
H -1.40 -1.42 -2.02
H -0.69 0.21 -2.22
H -1.30 -1.97 0.38
H -0.13 -1.07 1.35
H -2.57 1.08 2.05
H -2.86 -0.07 0.99
H 1.81 1.24 1.50
H 0.35 1.58 0.04
H -2.29 1.37 0.52
```

- E_HOMO (eV) = -13.38
- charge = +1
- gap between HOMO and LUMO (eV) = 10.0


Stability check: which of them is least stable? <a>.


<a>
The following is a DFT calculation (ωB97M-V/def2-TZVPD) of a 3-piece molecular cluster, C3H13N4 overall.

Geometry as XYZ:
```
20
Properties=species:S:1:pos:R:3
C -1.98 0.52 2.64
C -1.91 0.54 1.20
C 1.05 0.74 -0.79
N 1.21 -0.51 -1.11
N 1.68 1.80 -2.91
N 1.32 1.77 -1.54
N 0.47 -2.65 0.45
H -2.95 0.90 2.98
H -1.80 -0.46 3.07
H -1.27 1.24 3.07
H -2.14 1.44 0.66
H -1.62 -0.33 0.63
H 1.74 -0.83 -1.92
H 0.91 -1.26 -0.45
H 1.63 0.88 -3.33
H 1.12 2.46 -3.43
H 1.32 2.70 -1.13
H -0.47 -2.99 0.25
H 1.12 -3.38 0.17
H 0.56 -2.56 1.46
```

- E_HOMO (alpha / beta) (eV) = -13.37 / -11.11
- charge = +1
- gap between HOMO and LUMO (alpha / beta) (eV) = 10.1 / 4.9


<b>
The following is a DFT calculation (ωB97M-V/def2-TZVPD) of a 2-piece molecular cluster, C3H13N4 overall.

Geometry as XYZ:
```
20
Properties=species:S:1:pos:R:3
N 0.17 -1.67 0.74
C 0.20 -1.29 -0.67
N 0.98 -2.21 -1.34
N -0.23 -0.11 -1.92
H -0.25 -0.87 1.22
H -0.48 -2.41 0.80
H 1.52 -2.61 -0.57
H 0.39 -2.94 -1.76
H 0.69 -0.30 -2.27
H -0.83 -0.75 -2.38
C -1.23 1.53 0.34
C -0.10 1.84 1.32
N 1.16 1.37 0.76
H -1.36 0.45 0.24
H -2.19 2.03 0.66
H -0.97 1.93 -0.66
H -0.03 2.94 1.50
H -0.33 1.37 2.29
H 1.85 1.18 1.45
H 1.03 0.51 0.24
```

- E_HOMO (eV) = -12.80
- charge = +1
- gap between HOMO and LUMO (eV) = 6.3


Stability check: which of them is least stable? <b>.


<a>
The following is a DFT calculation (ωB97M-V/def2-TZVPD) of a 2-piece molecular cluster, CH4N2O2 overall.

Geometry as XYZ:
```
9
Properties=species:S:1:pos:R:3
O 2.00 -1.05 -0.53
N 2.18 0.06 -0.13
O 1.51 0.97 -0.92
H 1.57 1.88 -0.53
C -1.26 -0.69 0.47
N -2.05 0.07 -0.19
H -1.35 -1.77 0.32
H -0.53 -0.48 1.37
H -2.06 1.01 0.14
```

- E_HOMO (eV) = -10.12
- charge = 0
- SMILES = O=NO.C=N
- gap between HOMO and LUMO (eV) = 10.2


<b>
The following is a DFT calculation (ωB97M-V/def2-TZVPD) of a 2-piece molecular cluster, CH4N2O2 overall.

Geometry as XYZ:
```
9
Properties=species:S:1:pos:R:3
H -1.47 0.48 1.12
N -1.03 0.09 0.35
N -1.89 -0.11 -0.52
H -1.56 -0.53 -1.38
O 1.35 0.38 1.35
C 1.21 0.43 0.17
O 1.22 -0.67 -0.61
H 1.18 1.31 -0.49
H 0.99 -1.38 0.03
```

- E_HOMO (eV) = -9.62
- charge = 0
- SMILES = [H]/N=N/[H].O=CO
- gap between HOMO and LUMO (eV) = 9.8


<c>
The following is a DFT calculation (ωB97M-V/def2-TZVPD) of one molecule with the formula CH4N2O2.

Geometry as XYZ:
```
9
Properties=species:S:1:pos:R:3
N 0.84 1.21 0.12
C 0.55 -0.14 -0.04
O 1.58 -0.83 0.03
N -0.75 -0.61 -0.13
O -1.92 0.15 -0.08
H 0.17 1.66 -0.51
H 1.76 1.44 -0.21
H -0.91 -1.55 0.44
H -2.20 0.57 0.90
```

- E_HOMO (eV) = -9.91
- charge = 0
- SMILES = NC(=O)NO
- gap between HOMO and LUMO (eV) = 10.3


<d>
The following is a DFT calculation (ωB97M-V/def2-TZVPD) of a 2-piece molecular cluster, CH4N2O2 overall.

Geometry as XYZ:
```
9
Properties=species:S:1:pos:R:3
C 1.94 -0.15 -0.13
N -2.04 0.05 0.32
N 0.74 0.19 -0.49
O -0.74 -0.21 0.66
O 0.33 0.84 -1.41
H 2.71 -0.19 -0.89
H 2.00 -0.83 0.70
H -2.68 -0.68 0.58
H -2.28 0.98 0.67
```

- E_HOMO (alpha / beta) (eV) = -8.84 / -9.27
- charge = 0
- gap between HOMO and LUMO (alpha / beta) (eV) = 8.7 / 9.1


Stability check: which of them is least stable? <d>.


<a>
The following is a DFT calculation (ωB97M-V/def2-TZVPD) of a 5-piece molecular cluster, C3H14O4 overall.

Geometry as XYZ:
```
21
Properties=species:S:1:pos:R:3
C 0.37 -1.88 0.77
C 1.61 -1.65 0.37
C 2.49 -0.54 0.86
H -0.29 -2.62 0.35
H -0.01 -1.22 1.55
H 2.03 -2.23 -0.45
H 2.15 -0.14 1.83
H 3.52 -0.86 0.94
H 2.42 0.30 0.16
O -1.12 1.33 1.87
H -1.36 0.85 1.06
H -1.88 1.12 2.42
O 0.62 2.13 -0.29
H 0.28 1.66 0.48
H 0.28 3.02 -0.19
O -2.65 0.43 -0.61
H -3.19 0.64 -1.38
H -1.76 0.44 -0.99
O -0.49 -0.76 -2.56
H 0.08 -0.19 -3.09
H 0.12 -1.15 -1.93
```

- E_HOMO (eV) = -9.84
- charge = 0
- SMILES = C=CC.O.O.O.O
- gap between HOMO and LUMO (eV) = 10.5


<b>
The following is a DFT calculation (ωB97M-V/def2-TZVPD) of a 4-piece molecular cluster, C3H14O4 overall.

Geometry as XYZ:
```
21
Properties=species:S:1:pos:R:3
C 3.00 -0.14 0.92
C 1.98 0.36 0.00
C 0.73 -0.59 -0.15
O -0.19 -0.23 -1.17
H 3.27 -1.14 0.51
H 3.97 0.34 0.94
H 2.65 -0.23 1.96
H 2.42 0.46 -1.01
H 1.62 1.36 0.30
H 0.10 -0.54 0.77
H 1.02 -1.66 -0.28
H -0.05 0.61 -1.50
O -3.01 0.25 0.89
H -2.90 0.14 1.85
H -2.88 -0.62 0.49
O -2.25 -1.77 -0.73
H -1.45 -1.29 -0.81
H -2.67 -1.61 -1.57
O -1.44 2.28 -0.32
H -1.96 2.63 -1.05
H -1.98 1.42 -0.05
```

- E_HOMO (eV) = -10.45
- charge = 0
- SMILES = CCCO.O.O.O
- gap between HOMO and LUMO (eV) = 11.2


Stability check: which of them is least stable? <a>.


<a>
The following is a DFT calculation (ωB97M-V/def2-TZVPD) of one molecule with the formula C3H3N2P.

Geometry as XYZ:
```
9
Properties=species:S:1:pos:R:3
P 3.10 0.29 -0.14
C 1.49 0.37 0.22
N 0.31 0.58 0.06
C -0.97 0.03 0.20
C -1.98 0.48 -0.77
N -2.21 0.91 0.39
H 3.64 0.70 1.16
H -1.20 -1.02 0.52
H -2.50 0.72 -1.76
```

- E_HOMO (eV) = -8.48
- charge = 0
- SMILES = P=C=N[C@@H]1C=N1
- gap between HOMO and LUMO (eV) = 8.8


<b>
The following is a DFT calculation (ωB97M-V/def2-TZVPD) of one molecule with the formula C3H3N2P.

Geometry as XYZ:
```
9
Properties=species:S:1:pos:R:3
C 0.14 -1.39 -0.21
P 0.27 0.35 -1.00
C 1.09 1.11 0.27
N 1.59 1.58 1.17
C -1.45 1.48 -0.19
N -2.37 2.03 0.19
H 0.08 -1.47 0.87
H 1.19 -1.80 -0.35
H -0.54 -1.90 -0.73
```

- E_HOMO (eV) = -11.21
- charge = 0
- SMILES = CP(C#N)C#N
- gap between HOMO and LUMO (eV) = 10.2


Stability check: which of them is least stable? <a>.